# 1
172
Properties=species:S:1:pos:R:3 method="wB97M-V/def2-TZVPD" e_tot_ha=-5922.68281 charge=+1 e_homo_ev=-11.364 largest_force_ha_per_bohr=0.0267
C -1.3975 7.1606 0.1033
C -2.3324 7.9545 -0.8238
C -2.2616 7.3632 -2.2539
C -3.5466 6.6113 -2.6414
C -3.5646 5.1825 -2.1202
C -4.9318 4.4683 -2.2888
C -5.3064 3.5991 -1.0698
C -6.4453 4.1791 -0.1921
C -6.0667 4.4858 1.2595
C -5.6204 3.2609 2.0396
C -5.5110 3.4861 3.5664
C -4.1101 3.3481 4.1583
C -3.5142 1.9295 3.9896
C -1.9833 1.9309 3.9525
C -1.3534 0.8252 3.0908
C -1.8392 0.7420 1.6304
C -0.9911 1.4815 0.6148
C -0.0757 0.7966 -0.2109
C 0.1262 -0.6744 -0.1529
C -0.8682 -1.2957 -1.1659
O -1.5310 -2.4083 -0.6040
C 0.6659 1.4982 -1.1688
C 0.5193 2.8643 -1.3488
C 1.2437 3.7150 -2.3529
C 1.6375 2.9989 -3.6572
C 0.9225 3.4902 -4.9206
C 0.8447 5.0181 -5.0835
C -0.6130 5.4945 -5.0222
N -0.3565 3.4932 -0.5358
C -1.0915 2.8549 0.4063
Cl -2.1594 3.8606 1.2597
H -1.5127 6.1185 -0.1799
H -0.3583 7.4511 -0.0491
H -1.6415 7.2724 1.1580
H -2.0804 9.0073 -0.8202
H -3.3402 7.7584 -0.4648
H -1.4439 6.6406 -2.3071
H -2.0354 8.1452 -2.9755
H -3.6538 6.5915 -3.7262
H -4.3890 7.1480 -2.2105
H -3.3421 5.1777 -1.0516
H -2.8030 4.5663 -2.6078
H -4.8804 3.8571 -3.1873
H -5.6903 5.2262 -2.4703
H -4.4136 3.3759 -0.4895
H -5.6498 2.6425 -1.4654
H -7.2758 3.4758 -0.2213
H -6.8074 5.0819 -0.6790
H -6.9430 4.9413 1.7180
H -5.2860 5.2537 1.2241
H -4.7130 2.8533 1.6047
H -6.3872 2.5011 1.8745
H -5.8919 4.4829 3.7858
H -6.1945 2.7998 4.0619
H -4.1987 3.5281 5.2286
H -3.4448 4.1107 3.7559
H -3.9649 1.5130 3.0895
H -3.8896 1.3417 4.8228
H -1.6400 1.7611 4.9730
H -1.5808 2.9010 3.6878
H -1.4548 -0.1294 3.5984
H -0.2784 1.0193 3.0547
H -2.8718 1.0590 1.5011
H -1.8106 -0.3009 1.3364
H -0.0989 -1.1235 0.8059
H 1.1186 -0.9420 -0.4989
H -1.6284 -0.5612 -1.4476
H -0.3634 -1.5802 -2.0920
H -2.4294 -2.4200 -0.9555
H 1.3493 0.9491 -1.7943
H 2.1529 4.0671 -1.8661
H 0.6291 4.5978 -2.5258
H 2.7011 3.1605 -3.8106
H 1.5233 1.9222 -3.5842
H 1.5057 3.1115 -5.7593
H -0.0604 3.0364 -5.0398
H 1.4131 5.5209 -4.3010
H 1.2856 5.3248 -6.0263
H -1.1356 5.1075 -5.8954
H -0.6863 6.5768 -5.0229
H -1.0852 5.0722 -4.1369
H -0.4948 4.4920 -0.6513
C 3.0757 -4.1690 2.3857
C 2.1129 -2.9796 2.5109
C 2.9563 -1.7011 2.5216
S 4.4444 -2.0797 1.5872
O 5.5665 -2.0183 2.4851
O 4.4237 -1.3407 0.3443
C 4.0526 -3.7973 1.2710
H 2.5538 -5.0936 2.1630
H 3.6154 -4.3094 3.3235
H 1.4377 -2.9689 1.6504
H 1.4985 -3.0503 3.4081
H 2.4438 -0.8651 2.0490
H 3.2553 -1.4267 3.5314
H 4.9691 -4.3790 1.2697
H 3.5778 -3.8514 0.2918
C 3.6671 -9.9157 0.5128
C 2.6334 -9.1962 -0.3669
C 2.6268 -7.7222 0.0538
S 4.2764 -7.3799 0.6842
O 4.1721 -7.0745 2.0945
O 4.9642 -6.4899 -0.2207
C 4.9129 -9.0345 0.5024
H 3.8871 -10.9147 0.1417
H 3.2900 -10.0124 1.5339
H 2.9235 -9.2784 -1.4097
H 1.6413 -9.6355 -0.2678
H 2.4262 -7.0554 -0.7814
H 1.9185 -7.5344 0.8600
H 5.6067 -9.2432 1.3155
H 5.4275 -9.0811 -0.4569
C 1.2724 8.1724 2.8058
C 1.7298 9.1677 3.8792
C 0.7273 9.0715 5.0401
S 0.0615 7.3989 4.9972
O -1.3414 7.4628 4.6714
O 0.5307 6.6521 6.1327
C 0.9538 6.8751 3.5364
H 2.0368 8.0223 2.0438
H 0.3717 8.5461 2.3128
H 2.7274 8.8940 4.2270
H 1.7856 10.1843 3.4944
H 1.1949 9.2368 6.0068
H -0.1081 9.7564 4.9099
H 0.3315 6.1919 2.9608
H 1.8600 6.3694 3.8689
C 1.1659 -5.7790 -4.8255
C 0.7382 -6.6880 -5.9853
C 1.2427 -8.1013 -5.6695
S 1.3121 -8.2223 -3.8768
O 2.6907 -8.3693 -3.4854
O 0.2975 -9.1250 -3.4023
C 0.8065 -6.5335 -3.5496
H 0.6707 -4.8094 -4.8669
H 2.2439 -5.6090 -4.8654
H -0.3509 -6.6941 -6.0612
H 1.1307 -6.3380 -6.9386
H 0.5749 -8.8724 -6.0442
H 2.2495 -8.2664 -6.0477
H 1.3232 -6.1658 -2.6664
H -0.2698 -6.5419 -3.3796
C 5.7711 -7.8618 6.6020
C 7.3009 -7.9903 6.6005
C 7.6563 -9.2332 5.7741
S 6.3264 -9.4326 4.5815
O 5.6257 -10.6586 4.8664
O 6.8218 -9.1456 3.2569
C 5.3335 -8.0594 5.1532
H 5.4466 -6.8960 6.9863
H 5.3347 -8.6395 7.2327
H 7.7395 -7.1034 6.1394
H 7.7014 -8.0660 7.6101
H 8.5940 -9.1198 5.2366
H 7.6855 -10.1330 6.3852
H 4.2810 -8.3064 5.0403
H 5.5826 -7.1963 4.5367
C -3.3066 0.0703 -5.9127
C -2.7886 1.0395 -4.8401
C -3.7481 0.9552 -3.6459
S -4.4492 -0.7035 -3.6842
O -5.8582 -0.6018 -3.9364
O -3.9480 -1.4613 -2.5613
C -3.6261 -1.2312 -5.1824
H -2.5749 -0.0876 -6.7031
H -4.2130 0.4728 -6.3686
H -1.7843 0.7368 -4.5302
H -2.7216 2.0602 -5.2161
H -3.2427 1.1011 -2.6927
H -4.5729 1.6591 -3.7366
H -4.2841 -1.8963 -5.7363
H -2.7173 -1.7583 -4.8917


# 2
201
Properties=species:S:1:pos:R:3 method="wB97M-V/def2-TZVPD" e_tot_ha=-6390.40643 charge=+1 e_homo_ev=-8.019 largest_force_ha_per_bohr=0.2656
C -2.0676 -1.7901 -2.9006
O -0.8195 -2.0176 -2.4089
O -2.0032 -2.6396 -4.0180
C -3.3142 -1.9792 -1.9137
F -3.0792 -1.6057 -0.6576
F -4.4566 -1.2775 -2.2337
F -3.6645 -3.2567 -1.6619
C -0.4977 -1.2051 -1.2389
C 1.0002 -1.0130 -1.1944
H 1.5385 -1.9609 -1.1911
H 1.2897 -0.5768 -2.1504
H 1.3574 -0.3821 -0.3805
H -0.7181 -1.7657 -0.3305
H -0.9515 -0.2146 -1.2726
H -2.0420 -0.7388 -3.1872
C -1.5718 -3.2709 1.0986
C -2.1503 -4.4785 0.3568
N -1.7026 -5.7883 0.9328
C -1.9422 -7.0631 0.3928
C -1.4074 -8.0149 1.2077
N -0.8691 -7.4283 2.3380
C -1.0469 -6.0586 2.1523
C -0.4173 -8.1332 3.5927
H -0.4876 -3.1994 1.0119
H -1.7969 -3.2697 2.1651
H -2.0077 -2.4068 0.5973
H -1.9027 -4.4190 -0.7030
H -3.2361 -4.3969 0.3064
H -2.3362 -7.0671 -0.6128
H -1.2678 -9.0570 0.9607
H -0.7984 -5.3624 2.9397
H -0.7291 -9.1775 3.5793
H -0.7648 -7.6702 4.5163
H 0.6666 -8.0192 3.6084
C -0.5804 0.0564 -6.8944
C -1.7750 0.0773 -5.8992
N -1.5114 0.9067 -4.7230
C -0.5868 0.5997 -3.7293
C -0.4181 1.7963 -2.9683
N -1.2612 2.8006 -3.4599
C -1.9200 2.2044 -4.5623
C -1.5741 4.0787 -2.7833
H -0.1109 1.0360 -6.9842
H -0.9442 -0.2853 -7.8634
H 0.1765 -0.6427 -6.5388
H -2.0001 -0.8976 -5.4668
H -2.6946 0.4488 -6.3512
H -0.0888 -0.3574 -3.6807
H 0.2315 2.0632 -2.1479
H -2.5651 2.8435 -5.1469
H -1.6701 3.9356 -1.7070
H -2.4885 4.5036 -3.1975
H -0.8407 4.8608 -2.9796
C -6.2057 -0.7116 3.4692
C -5.2470 -1.2514 4.6118
C -3.7772 -0.8139 4.4962
C -2.7485 -1.2212 5.6150
P -1.2086 -0.2666 5.6797
C -0.2891 -0.5961 7.2403
C 0.1731 -2.0748 7.2725
C 0.9331 -2.3297 8.5925
C 2.2575 -1.5305 8.7350
C -0.2030 -0.6573 4.2361
C -0.4614 0.0380 2.8903
C 0.4433 -0.3024 1.7429
C 0.1570 -1.7349 1.1936
C -1.6110 1.5263 5.4943
C -2.3475 2.2745 6.6385
C -2.2840 3.7979 6.5863
C -0.9321 4.4206 6.8627
H -5.8212 0.1101 2.8650
H -7.1756 -0.4743 3.9061
H -6.2461 -1.4617 2.6794
H -5.2768 -2.3355 4.7213
H -5.7361 -0.9478 5.5374
H -3.8526 0.2689 4.5965
H -3.4422 -1.0334 3.4825
H -2.5184 -2.2849 5.5543
H -3.1748 -1.1711 6.6169
H -0.9674 -0.4277 8.0767
H 0.5129 0.1420 7.2477
H 0.8508 -2.2518 6.4373
H -0.5820 -2.8457 7.1186
H 1.1136 -3.4024 8.6624
H 0.3883 -2.1401 9.5174
H 2.5872 -1.5106 9.7738
H 2.2043 -0.4670 8.5022
H 3.0459 -2.0162 8.1600
H -0.2562 -1.7440 4.1705
H 0.7950 -0.5733 4.6663
H -0.4035 1.1185 3.0220
H -1.5215 -0.1052 2.6809
H 1.4818 -0.2882 2.0739
H 0.4364 0.4538 0.9580
H 0.8197 -2.0296 0.3799
H -0.8927 -1.8440 0.9213
H 0.3475 -2.5117 1.9342
H -2.2457 1.6140 4.6124
H -0.7038 2.0279 5.1574
H -1.8770 1.8961 7.5460
H -3.3962 1.9832 6.5795
H -2.9770 4.0804 7.3789
H -2.5189 4.1010 5.5660
H -0.6285 4.1787 7.8813
H -0.9877 5.5062 6.9428
H -0.1846 3.9975 6.1917
C 3.5834 -0.7461 -1.4914
C 2.8359 0.1230 -2.4694
C 2.7609 1.5983 -1.9796
C 3.9884 2.5668 -2.1045
P 3.8732 4.0964 -1.0293
C 5.4697 4.9690 -0.9109
C 6.7592 4.0986 -0.7568
C 8.0835 4.7416 -1.0989
C 8.7825 4.0956 -2.3099
C 2.6232 5.2315 -1.7283
C 2.2895 6.4577 -0.8167
C 2.8855 7.7115 -1.4846
C 2.8615 9.0212 -0.6228
C 3.3521 3.5784 0.6923
C 4.2373 2.5259 1.4693
C 3.5689 1.7981 2.6857
C 2.4523 0.9197 2.2113
H 3.7496 -1.7583 -1.8602
H 3.0412 -0.8318 -0.5497
H 4.5344 -0.2606 -1.2723
H 1.7995 -0.2078 -2.5365
H 3.2779 0.0976 -3.4654
H 2.4339 1.5395 -0.9415
H 1.9335 2.1802 -2.3858
H 4.0691 3.0210 -3.0921
H 4.9725 2.2292 -1.7794
H 5.3909 5.7401 -0.1446
H 5.5617 5.6084 -1.7889
H 6.5916 3.2576 -1.4296
H 6.7721 3.6442 0.2339
H 8.6983 4.8011 -0.2008
H 7.8834 5.7189 -1.5383
H 8.2150 3.9380 -3.2271
H 9.2220 3.1964 -1.8781
H 9.5551 4.7816 -2.6572
H 1.8014 4.5155 -1.7374
H 2.9156 5.4520 -2.7549
H 2.6240 6.5039 0.2197
H 1.2233 6.5599 -0.6149
H 2.4044 7.9977 -2.4198
H 3.9489 7.5830 -1.6868
H 3.2672 9.9349 -1.0570
H 3.3389 8.9104 0.3508
H 1.8092 9.2626 -0.4728
H 2.3167 3.3062 0.4875
H 3.3640 4.4716 1.3169
H 5.0820 3.0257 1.9435
H 4.6138 1.7887 0.7602
H 3.1449 2.5507 3.3505
H 4.3417 1.2787 3.2523
H 1.5354 1.4089 1.8828
H 2.2845 0.1181 2.9306
H 3.0013 0.4335 1.4048
C -4.5228 -4.4851 -5.3420
N -4.4272 -2.9697 -5.3359
C -4.4258 -2.4667 -3.9074
C -3.1470 -2.3500 -5.9557
C -5.6926 -2.3771 -5.9515
C -6.0131 -2.8010 -7.4539
O -5.0452 -2.3457 -8.4001
H -4.5024 -4.7341 -6.4030
H -5.5216 -4.6654 -4.9446
H -3.7261 -4.8022 -4.6691
H -3.4646 -2.7551 -3.4818
H -5.0769 -3.1136 -3.3196
H -4.6678 -1.4188 -3.7298
H -2.2552 -2.6402 -5.4002
H -3.1850 -1.2612 -5.9902
H -2.9798 -2.8271 -6.9214
H -5.6356 -1.2888 -5.9719
H -6.5156 -2.5729 -5.2642
H -6.9659 -2.3110 -7.6546
H -6.3012 -3.8319 -7.6597
H -5.1237 -2.7917 -9.2466
P 1.1432 -4.3928 -1.1162
F 2.5924 -5.2136 -1.1433
F 0.5301 -5.3447 -2.2942
F 0.5903 -5.4262 0.0051
F -0.3590 -3.6486 -1.1177
F 1.7354 -3.3912 0.0613
F 1.7357 -3.3988 -2.3063
P 1.9351 -1.3084 -4.6909
F 0.4326 -1.7310 -5.1135
F 1.3622 -0.0114 -3.8936
F 1.6632 -2.1665 -3.3317
F 3.4917 -1.0455 -4.3565
F 2.4600 -2.5771 -5.4196
F 2.0376 -0.4857 -6.0731
P -0.5997 2.3819 -0.1751
F -1.7865 1.9645 -1.1636
F -1.5391 3.4857 0.5251
F -1.1107 1.4282 1.0039
F 0.5927 2.8870 0.8165
F 0.2781 1.2794 -0.8860
F -0.1427 3.4370 -1.3168